{
  "formula": "C46H74N13O",
  "method": "ωB97M-V/def2-TZVPD",
  "elements": ["C", "C", "C", "C", "C", "C", "C", "C", "C", "C", "C", "C", "C", "C", "C", "C", "C", "C", "N", "O", "C", "C", "C", "C", "H", "H", "H", "H", "H", "H", "H", "H", "H", "H", "H", "H", "H", "H", "H", "H", "H", "H", "H", "H", "H", "H", "H", "H", "H", "H", "H", "H", "H", "H", "H", "H", "H", "H", "H", "H", "H", "H", "C", "C", "N", "H", "H", "H", "C", "C", "N", "H", "H", "H", "C", "C", "N", "H", "H", "H", "C", "C", "N", "H", "H", "H", "C", "C", "N", "H", "H", "H", "C", "C", "N", "H", "H", "H", "C", "C", "N", "H", "H", "H", "C", "C", "N", "H", "H", "H", "C", "C", "N", "H", "H", "H", "C", "C", "N", "H", "H", "H", "C", "C", "N", "H", "H", "H", "C", "C", "N", "H", "H", "H"],
  "positions_angstrom": [[-1.1257, -1.9621, 5.7838], [0.0940, -1.8195, 5.0548], [1.3356, -1.1258, 4.1781], [1.4202, -1.7441, 2.6255], [-0.1090, -1.6463, 2.0308], [-0.8313, -0.1844, 2.2224], [-2.2813, -0.2899, 1.3965], [-2.1622, 0.6598, 0.0297], [-3.5628, 0.2570, 2.2598], [-4.7815, -0.8208, 2.4595], [-5.1595, -1.6870, 1.1062], [-4.8159, -3.1506, 1.1445], [-5.7504, -4.1641, 2.0802], [-3.5526, -3.8527, 0.3670], [1.8852, -3.3033, 2.7978], [2.6078, -3.7895, 1.4013], [1.4495, -4.1139, 0.2907], [3.2834, -5.2776, 1.7734], [3.7532, -2.9396, 0.9349], [4.7892, -3.1683, 1.7739], [3.4447, -1.4890, 0.7438], [4.9122, -0.6938, 0.8888], [2.9327, -1.0907, -0.7975], [2.4570, -0.7779, 1.8200], [-2.0291, -1.8963, 6.5615], [1.3161, 0.0440, 4.1994], [2.3626, -1.4527, 4.6802], [-0.7128, -2.5524, 2.4889], [-0.0400, -1.8264, 0.8546], [-0.1901, 0.7022, 1.7981], [-1.1266, 0.0211, 3.3453], [-2.3864, -1.3920, 0.9971], [-1.8746, -0.0091, -0.9132], [-3.2081, 1.1648, -0.2448], [-1.3996, 1.5423, 0.1896], [-3.2349, 0.6005, 3.3542], [-4.0491, 1.2282, 1.7730], [-4.6300, -1.5746, 3.3431], [-5.7652, -0.2019, 2.7263], [-5.6950, -1.2343, 0.1519], [-6.3950, -4.8721, 1.4054], [-4.9676, -4.8497, 2.6596], [-6.3569, -3.5735, 2.8899], [-3.1633, -3.2620, -0.5664], [-2.6415, -3.9241, 1.1350], [-3.8430, -4.9758, 0.1297], [2.6314, -3.4284, 3.7073], [0.9520, -3.9958, 3.0626], [0.3833, -4.1171, 0.8269], [1.4713, -3.4537, -0.6728], [1.5929, -5.2386, -0.0840], [3.6562, -5.2889, 2.9072], [2.4320, -6.1113, 1.7325], [4.1336, -5.5850, 1.0301], [4.8157, 0.4393, 0.5254], [5.2203, -0.6084, 2.0387], [5.7400, -1.2401, 0.2561], [3.3060, 0.0265, -0.9916], [3.4606, -1.7599, -1.6175], [1.7671, -1.0795, -0.9034], [3.0812, -0.1108, 2.5875], [1.7934, 0.0100, 1.2168], [2.0652, 3.0661, 3.2429], [1.3195, 3.0274, 1.9190], [0.7009, 2.9953, 0.8207], [3.0234, 3.5774, 3.1162], [1.4719, 3.6012, 3.9894], [2.2490, 2.0481, 3.5971], [3.9489, 2.1943, -3.8698], [4.6828, 1.1139, -3.0924], [5.2916, 0.2176, -2.4475], [3.8434, 3.0910, -3.2529], [4.5085, 2.4481, -4.7743], [2.9547, 1.8388, -4.1542], [-2.2711, -7.1100, 3.9328], [-1.7665, -5.8082, 3.3319], [-1.3480, -4.7283, 2.8333], [-2.2481, -7.9020, 3.1793], [-1.6381, -7.4016, 4.7754], [-3.2983, -6.9841, 4.2859], [-7.8348, -1.4672, -1.7549], [-8.5805, -1.5059, -3.0788], [-9.1991, -1.5380, -4.1771], [-6.8766, -0.9559, -1.8816], [-8.4281, -0.9320, -1.0083], [-7.6510, -2.4852, -1.4007], [-1.0772, 2.2832, 6.8859], [0.0062, 3.1946, 6.3328], [0.9049, 3.9508, 5.8741], [-2.0638, 2.6777, 6.6281], [-0.9728, 1.2804, 6.4624], [-0.9921, 2.2207, 7.9743], [3.0440, 5.7739, -5.6707], [3.4934, 4.4007, -6.1425], [3.8662, 3.2615, -6.5339], [2.4465, 6.2581, -6.4480], [2.4392, 5.6774, -4.7648], [3.9158, 6.3967, -5.4521], [8.4160, 3.1005, -2.1365], [7.2264, 3.8968, -2.6477], [6.2397, 4.5574, -3.0718], [8.5795, 3.3137, -1.0766], [8.2288, 2.0302, -2.2598], [9.3148, 3.3717, -2.6971], [8.2998, -1.4239, -3.9700], [9.1626, -0.3427, -4.6001], [9.8783, 0.5542, -5.1229], [7.6522, -1.8730, -4.7281], [8.9344, -2.2022, -3.5373], [7.6780, -0.9920, -3.1811], [-0.0535, 0.6511, -4.9538], [-0.1843, 2.1634, -4.8750], [-0.2928, 3.4180, -4.8096], [0.4058, 0.3657, -5.9041], [0.5709, 0.2876, -4.1330], [-1.0411, 0.1873, -4.8822], [-5.7553, 3.4956, 5.3542], [-5.0213, 2.4151, 6.1316], [-4.4125, 1.5188, 6.7765], [-5.8607, 4.3922, 5.9710], [-5.1956, 3.7493, 4.4496], [-6.7494, 3.1401, 5.0698], [-4.5553, 3.0824, -5.7852], [-3.8213, 2.0020, -5.0078], [-3.2125, 1.1057, -4.3629], [-4.6607, 3.9791, -5.1683], [-3.9956, 3.3362, -6.6897], [-5.5494, 2.7269, -6.0696], [-2.4988, 6.3124, -7.8175], [-3.3594, 6.4804, -6.5759], [-4.0732, 6.6197, -5.5459], [-2.6904, 5.3378, -8.2748], [-2.7321, 7.0977, -8.5418], [-1.4408, 6.3781, -7.5494]],
  "energy_ev": -70291.144,
  "e_homo_ev": [-7.7, -7.3],
  "multiplicity": 2,
  "total_charge": 0,
  "s_squared": 1.54,
  "fmax_ev_per_a": 10.37,
  "orbital_gap_ev": [8.00, 7.41]
}